Record 1
Molecular formula: C18H22N2
Method: DFT, the ωB97M-V functional and the def2-TZVPD basis

Atoms and positions in Å:
C (-3.184908, -1.855878, -2.074744)
C (-1.768208, -1.769904, -1.582321)
C (-1.333130, -0.669814, -0.778087)
C (-0.070102, -0.713241, -0.205380)
C (0.346947, 0.443301, 0.715540)
N (1.777504, 0.391759, 1.015186)
C (-0.479975, 0.486601, 2.003683)
C (-1.138161, 1.909195, 2.170554)
C (-2.669427, 1.822998, 2.350981)
C (-0.518198, 2.599515, 3.343028)
C (-0.744956, 2.562744, 0.856901)
C (-1.203570, 3.789747, 0.328175)
C (-0.821599, 4.205872, -0.982317)
C (0.065662, 3.385772, -1.713975)
C (0.486375, 2.149653, -1.206919)
C (0.088312, 1.775117, 0.104156)
C (0.776330, -1.837494, -0.427248)
C (0.375623, -2.914744, -1.227998)
C (-0.877547, -2.848091, -1.819414)
N (-1.223280, -3.863537, -2.666780)
H (-3.784323, -1.133518, -1.540778)
H (-3.226928, -1.590873, -3.164547)
H (-3.635263, -2.823413, -1.849559)
H (-2.013374, 0.118366, -0.578491)
H (2.073978, 1.263245, 1.439071)
H (1.963866, -0.396005, 1.643105)
H (-1.254574, -0.267705, 1.921190)
H (0.138550, 0.220760, 2.865373)
H (-3.101044, 2.812613, 2.470628)
H (-2.932444, 1.271918, 3.275758)
H (-3.094681, 1.330506, 1.485526)
H (-0.855480, 3.629275, 3.384747)
H (-0.776117, 2.105809, 4.269615)
H (0.532310, 2.586426, 3.221357)
H (-1.916999, 4.392542, 0.885344)
H (-1.173129, 5.144175, -1.402065)
H (0.480051, 3.684571, -2.671327)
H (1.169646, 1.521918, -1.708913)
H (1.735216, -1.867875, 0.044546)
H (1.059340, -3.730518, -1.414715)
H (-0.477674, -4.484812, -2.933661)
H (-1.897993, -3.701351, -3.383769)

Forces on atoms 1 to 6 (eV/Å):
0.356 0.545 -0.746
0.775 0.413 1.152
0.424 -2.879 -1.043
0.929 -0.389 0.139
0.851 -0.258 0.215
0.513 -0.732 -0.202

Charge: 0
ΔE to the lowest compared entry with this formula, charge and spin (kcal/mol): 1.0
Energy (eV): -22003.758
SMILES: Cc1cc([C@]2(N)CC(C)(C)c3ccccc32)ccc1N
LUMO level (Ha): 0.0307
Frontier orbital gap (eV): 8.4

Record 2
Molecular formula: C18H22N2O2
Method: DFT, the ωB97M-V functional and the def2-TZVPD basis

Atoms and positions in Å:
C (-6.433801, -1.012425, -2.155835)
C (-6.142929, -0.761187, -0.681408)
C (-4.859347, 0.042081, -0.483823)
C (-4.566386, 0.289049, 0.994386)
C (-3.354744, 1.190544, 1.232651)
C (-2.034132, 0.534106, 0.839107)
C (-0.842717, 1.429223, 1.182490)
C (0.443669, 0.750916, 0.894063)
N (0.695558, -0.510504, 0.998736)
C (2.011162, -0.646950, 0.640246)
C (2.822531, -1.842093, 0.577332)
O (2.462253, -2.970515, 0.839296)
N (4.137159, -1.580722, 0.166684)
C (5.004776, -2.740391, 0.087113)
C (4.646915, -0.339950, -0.156188)
C (5.978395, -0.175868, -0.560067)
C (6.472832, 1.070793, -0.879753)
C (5.670092, 2.204675, -0.812445)
C (4.358885, 2.077994, -0.419351)
C (3.842131, 0.822812, -0.092281)
C (2.504332, 0.601871, 0.322572)
O (1.506840, 1.496488, 0.481771)
H (-7.350482, -1.585534, -2.274172)
H (-5.619711, -1.568744, -2.615249)
H (-6.547049, -0.070380, -2.688355)
H (-6.051327, -1.717501, -0.161890)
H (-6.980466, -0.220871, -0.233755)
H (-4.030216, -0.501581, -0.939012)
H (-4.953837, 1.001615, -0.998458)
H (-4.405467, -0.667615, 1.495630)
H (-5.442907, 0.757011, 1.449903)
H (-3.481649, 2.120303, 0.672351)
H (-3.315546, 1.447656, 2.294125)
H (-2.021775, 0.326304, -0.230823)
H (-1.916069, -0.414253, 1.363361)
H (-0.872746, 1.679753, 2.247893)
H (-0.877344, 2.364771, 0.619970)
H (4.406663, -3.602406, 0.381497)
H (5.848959, -2.639814, 0.770118)
H (5.365121, -2.885550, -0.931862)
H (6.638381, -1.023935, -0.627383)
H (7.503533, 1.163777, -1.187727)
H (6.074368, 3.172044, -1.066441)
H (3.706079, 2.935017, -0.355038)

Forces on atoms 1 to 6 (eV/Å):
-0.063 -0.030 0.249
0.198 0.105 -0.269
-0.252 -0.188 0.375
0.139 0.277 -0.222
0.013 -0.314 0.023
-0.056 0.308 0.132

Charge: 0
ΔE to the lowest compared entry with this formula, charge and spin (kcal/mol): 20.2
Energy (eV): -26099.473
SMILES: CCCCCCCc1nc2c(=O)n(C)c3ccccc3c2o1
LUMO level (Ha): 0.0136
Frontier orbital gap (eV): 8.6

Record 3
Molecular formula: C18H22N2O3
Method: DFT, the ωB97M-V functional and the def2-TZVPD basis

Atoms and positions in Å:
C (-1.699047, -3.215681, -2.175395)
C (-0.200368, -2.925351, -2.093822)
N (0.416369, -3.576515, -0.958009)
C (0.941097, -4.914601, -1.160564)
C (2.366492, -4.883578, -1.704591)
C (0.409076, -3.067990, 0.298232)
O (0.827263, -3.687725, 1.259274)
C (-0.136587, -1.680965, 0.448006)
C (-1.360595, -1.479294, 1.073082)
C (-1.822618, -0.198149, 1.287196)
C (-1.075271, 0.907072, 0.879297)
C (0.139616, 0.714110, 0.216776)
C (0.599800, -0.581119, 0.031770)
C (0.904680, 1.876364, -0.377697)
C (1.077011, 1.611575, -1.855631)
C (0.174132, 2.258779, -2.571812)
C (-0.713940, 3.106885, -1.709468)
C (0.078864, 3.175545, -0.393963)
C (-0.772593, 3.358396, 0.862711)
C (0.164200, 3.777250, 2.023493)
O (0.882092, 4.732522, 1.951371)
O (0.097659, 2.997294, 3.096164)
N (-1.518850, 2.177605, 1.222496)
H (-1.881681, -4.286970, -2.213299)
H (-2.206129, -2.808695, -1.304163)
H (-2.118126, -2.759508, -3.068371)
H (0.295623, -3.287604, -2.997593)
H (-0.045469, -1.846445, -2.029933)
H (0.282255, -5.455863, -1.845093)
H (0.933853, -5.413169, -0.188513)
H (3.016898, -4.369263, -1.001982)
H (2.732935, -5.897380, -1.840694)
H (2.409358, -4.367649, -2.661864)
H (-1.941171, -2.327358, 1.403485)
H (-2.770087, -0.037931, 1.782783)
H (1.557382, -0.735550, -0.443932)
H (1.859109, 2.003853, 0.141330)
H (1.820474, 0.931489, -2.230705)
H (0.047425, 2.207102, -3.639123)
H (-1.680425, 2.611570, -1.570298)
H (-0.898161, 4.093955, -2.133355)
H (0.765263, 4.025547, -0.445147)
H (-1.459323, 4.197787, 0.703878)
H (-0.535921, 2.270913, 2.927670)
H (-2.511924, 2.276981, 1.358123)

Forces on atoms 1 to 6 (eV/Å):
0.280 0.052 -0.063
-0.424 0.171 -0.153
0.133 -0.117 -0.051
0.278 -0.185 0.144
-0.258 -0.016 0.084
-0.039 0.099 -0.103

Charge: 0
ΔE to the lowest compared entry with this formula, charge and spin (kcal/mol): 19.1
Energy (eV): -28146.656
SMILES: CCN(CC)C(=O)c1ccc2c(c1)[C@H]1C=CC[C@H]1[C@H](C(=O)O)N2
LUMO level (Ha): 0.0165
Frontier orbital gap (eV): 8.8

- LUMO level of number 3 (C18H22N2O3)?
  0.0165 Ha